20
Properties=species:S:1:pos:R:3:forces:R:3 method="wB97M-V/def2-TZVPD" homo_ev=-8.08 multiplicity=1 e_above_lowest_ev=0.000
Se 3.06137 0.49052 -0.29986 -0.8001 -1.5273 0.1428
O 1.31457 -1.06122 1.66956 -0.2514 -0.4115 0.4003
C -2.33191 1.61998 -0.15709 0.0177 0.0081 -0.0554
C -0.06634 0.01943 0.12063 -0.5101 0.3806 0.1150
C 1.06778 -0.87318 0.35889 2.1630 0.7895 -0.6650
C -1.97828 0.72949 -1.15770 -0.1338 0.0855 -0.0586
C -0.41493 0.94376 1.11091 0.1023 -0.1926 -0.0273
C -0.85509 -0.06505 -1.02821 0.2304 -0.1064 0.2482
C 1.29227 -2.06165 -0.53073 -0.0380 0.0009 0.0047
C -1.53913 1.73108 0.97449 -0.0098 0.0461 -0.0040
H 0.20648 1.02443 1.98949 0.0174 0.0076 0.0654
H -0.60647 -0.76003 -1.81380 0.0479 -0.0907 -0.0848
H -1.80067 2.43062 1.75418 -0.0198 0.0623 0.0597
H -2.59020 0.64523 -2.04329 -0.0408 -0.0046 -0.0817
H 2.20032 -2.58816 -0.23369 -0.0082 0.0361 -0.0365
H 1.39702 -1.76447 -1.56955 -0.0037 -0.0003 0.0131
H -3.21801 2.22795 -0.25918 -0.0755 0.0530 -0.0294
H 2.36326 1.73592 -0.24195 -0.4537 0.7021 0.0819
H 0.44647 -2.74598 -0.43591 -0.0720 -0.0794 0.0415
H 2.05152 -1.67865 1.79281 -0.1618 0.2409 -0.1300

=====

81
Properties=species:S:1:pos:R:3:forces:R:3 method="wB97M-V/def2-TZVPD" homo_ev=-15.68 multiplicity=1 e_above_lowest_ev=0.000 total_charge=+3
Sn 0.23875 0.49278 -0.90252 0.0207 0.1871 0.0583
Br -6.60358 0.88107 -1.71574 0.0045 0.0018 -0.0007
P 0.86677 3.19169 -0.06895 0.0132 -0.0160 0.0016
P 0.00008 -5.05499 -1.13114 0.0079 -0.1733 -0.0006
F 2.45793 0.97867 1.20560 -0.0073 0.0112 0.0020
F -1.58714 -1.09568 4.15264 -0.0016 -0.0014 0.0077
F 0.69208 -0.26565 5.36367 -0.0003 0.0001 0.0067
F -1.87307 -0.87587 1.50429 0.0077 0.0022 -0.0080
F 2.72726 0.76125 3.87047 -0.0069 -0.0002 0.0068
O 3.75379 0.84238 -1.30171 0.0723 -0.0381 0.0426
N -1.32571 -7.34397 -2.03470 -0.0013 0.0084 0.0001
N -2.02496 0.85545 -0.99365 -0.0184 -0.0723 -0.0747
N -0.61668 -7.38860 0.27816 -0.0035 0.0070 -0.0001
N 1.02555 -7.65861 -1.49632 -0.0033 0.0106 -0.0005
C -4.05704 2.06214 -1.33631 -0.0034 0.0185 0.0045
C 0.59222 -8.04187 -0.06943 0.0017 -0.0022 -0.0048
C -2.69678 2.01105 -1.12462 0.0299 0.0101 0.0654
C 3.71570 3.27086 -0.67670 0.0563 -0.0262 0.0494
C -0.95565 5.31724 -0.36085 0.0107 0.0180 -0.0146
C -4.07420 -0.33115 -1.32242 -0.0105 -0.0090 0.0055
C 0.56719 -0.16670 4.05586 -0.0225 -0.0080 -0.0057
C 0.53912 3.40942 1.69168 0.0203 -0.0057 0.0270
C -4.76482 0.87084 -1.43308 -0.0052 -0.0066 -0.0034
C -1.74087 6.05102 -2.51548 -0.0075 0.0091 0.0002
C -2.71665 -0.29118 -1.10870 0.0068 0.0153 -0.0290
C -1.27234 -5.89084 -2.20704 -0.0025 -0.0068 0.0072
C 0.27528 0.08047 1.26322 -0.0128 -0.0205 0.0005
C -0.46074 -5.94184 0.44241 -0.0026 -0.0067 -0.0076
C -0.71866 -0.46059 2.05818 -0.0056 0.0389 0.0103
C -1.74343 6.16264 -1.13162 0.0006 -0.0012 0.0063
C 2.53591 3.95590 -0.30002 0.0072 0.0192 -0.0241
C 1.40050 -6.20638 -1.58316 -0.0130 -0.0086 0.0037
C 1.51625 3.78138 2.61230 -0.0198 -0.0167 0.0000
C -0.16830 4.35208 -0.98677 -0.0178 0.0095 0.0030
C 4.96820 3.90412 -0.83273 -0.0062 0.0036 0.0059
C -0.06629 3.51011 4.40323 -0.0089 -0.0005 0.0082
C -0.59973 -0.58743 3.43162 0.0194 0.0034 -0.0092
C -0.17166 4.23857 -2.37979 -0.0268 -0.0033 -0.0041
C 1.20916 3.83200 3.96580 0.0069 0.0013 -0.0055
C 5.04686 5.26061 -0.60674 0.0139 -0.0012 -0.0037
C 3.71202 1.91695 -0.98360 -0.1371 0.0390 -0.0822
C -0.95200 5.09215 -3.14175 0.0088 -0.0062 -0.0059
C -1.67510 -7.73255 -0.66956 0.0020 -0.0013 -0.0003
C -1.04379 3.13088 3.48864 -0.0064 0.0014 0.0049
C -0.13695 -7.99590 -2.44813 0.0045 -0.0005 0.0026
C 1.60332 0.35553 3.29560 0.0017 0.0005 -0.0196
C 2.66667 5.31771 -0.10602 0.0006 0.0066 -0.0111
C -0.74149 3.07079 2.13991 0.0053 0.0123 0.0000
C 1.42488 0.44684 1.93152 0.0160 -0.0142 -0.0165
C 3.89937 5.95844 -0.24930 -0.0195 0.0089 0.0060
H 0.43241 3.48314 -2.87375 0.0027 -0.0016 -0.0005
H 2.24767 -6.04266 -0.91639 0.0036 0.0023 0.0031
H -4.58731 -1.27825 -1.40107 0.0004 -0.0004 -0.0001
H -2.59694 -7.23380 -0.37721 -0.0010 0.0003 0.0007
H 1.73124 -6.00958 -2.60343 -0.0001 0.0036 -0.0049
H 2.52172 4.02303 2.29509 0.0073 0.0033 -0.0037
H 1.40962 -7.76750 0.59615 0.0005 0.0005 0.0027
H -0.30268 3.55406 5.45820 0.0016 -0.0003 -0.0050
H -2.35459 6.91350 -0.64865 0.0023 -0.0030 -0.0043
H -2.25474 -5.47669 -1.97356 -0.0009 -0.0006 -0.0033
H -4.55339 3.01748 -1.42807 -0.0021 -0.0018 0.0013
H 5.99247 5.77309 -0.71537 0.0000 -0.0010 -0.0006
H -0.96079 5.41017 0.71775 0.0028 -0.0042 0.0054
H -0.95004 5.01071 -4.22039 0.0020 -0.0013 0.0033
H -2.04002 2.88178 3.83036 0.0054 0.0005 -0.0034
H -0.25120 -9.07911 -2.40910 -0.0025 -0.0015 -0.0014
H -1.84013 -8.81023 -0.63985 0.0009 0.0020 0.0001
H -1.40012 -5.52942 0.81476 0.0006 0.0001 0.0033
H -2.35338 6.71526 -3.11061 0.0009 -0.0021 0.0032
H 0.29370 -5.74461 1.20674 0.0031 0.0015 0.0011
H 3.95822 7.02584 -0.07797 -0.0025 -0.0007 -0.0007
H -2.15520 -1.21447 -1.01955 -0.0001 0.0104 0.0018
H 0.46360 -9.12418 -0.07611 -0.0009 -0.0009 0.0019
H 5.83957 3.33357 -1.12761 -0.0027 0.0000 0.0012
H -1.07350 -5.65797 -3.25511 0.0013 0.0008 -0.0019
H 0.17006 -7.68883 -3.44704 -0.0021 0.0003 -0.0032
H 1.83277 -8.22818 -1.75520 0.0034 -0.0021 -0.0006
H 1.97035 4.12219 4.67747 -0.0015 -0.0013 -0.0055
H -1.50741 2.76065 1.43622 -0.0031 -0.0024 -0.0005
H -2.12540 2.92582 -1.05761 0.0080 -0.0009 0.0049
H 1.79624 5.90195 0.16468 0.0041 0.0032 0.0010

=====

11
Properties=species:S:1:pos:R:3:forces:R:3 method="wB97M-V/def2-TZVPD" homo_ev=-8.52 multiplicity=1 e_above_lowest_ev=2.020
N -1.66691 0.44623 0.16897 0.0206 -0.2148 0.0584
N 1.91127 -0.14028 -0.25012 0.0620 -0.0031 0.1348
N -0.11967 -1.21765 0.35325 -0.0446 0.2640 -0.0661
C 0.55100 -0.11196 -0.01809 -0.1747 0.0642 -0.0403
C -1.39900 -0.84860 0.41505 -0.1396 -0.0562 -0.0063
C -0.34070 0.95568 -0.18355 0.4114 0.1145 0.1435
H 2.35654 -0.95245 0.15512 -0.0365 0.0996 -0.0599
H -2.19563 -1.54935 0.63572 0.1152 0.1080 -0.0222
H -1.33056 0.67701 -0.98299 -0.1302 -0.0881 -0.1014
H 2.40738 0.71783 -0.05786 -0.0720 -0.1094 -0.0431
H -0.17372 2.02354 -0.23551 -0.0117 -0.1788 0.0026

=====

no.,calculated total energy (a.u.)
1,-2787.4706
2,-5654.1094
3,-281.5158